(1)
9 unconnected molecules or ions with the total composition C27H69N3O9 in a non-equilibrium geometry, computed with wB97M-V/def2-TZVPD.

Last column: Mulliken charge in e.
Positions of all 108 atoms, in Å:
C -4.40845 -1.13941 4.62925  -1.739
C -3.09917 -1.60221 3.96431  1.509
C -2.11419 -2.18486 5.00410  -1.391
C -3.37880 -2.69230 2.92225  -1.003
C -4.04037 -2.19845 1.63292  -0.944
C -3.19828 -1.08525 1.00039  -1.164
C -2.89598 0.03307 2.02430  2.127
C -1.81761 0.86722 1.35755  -1.927
C -4.19753 0.89552 2.15482  -1.532
N -2.41444 -0.51431 3.26768  1.001
O -1.80286 0.41934 4.12085  -0.558
H -5.22806 -0.95496 3.94260  0.302
H -4.70418 -1.90012 5.35565  0.485
H -4.18843 -0.23202 5.19757  0.312
H -2.42346 -3.20560 5.23131  0.419
H -1.11338 -2.19234 4.57661  0.006
H -2.08809 -1.58578 5.91225  0.389
H -2.45145 -3.22941 2.69932  0.325
H -4.06433 -3.44353 3.32735  0.444
H -4.14174 -3.03254 0.93558  0.439
H -5.04896 -1.83112 1.83259  0.345
H -3.79557 -0.64249 0.20244  0.641
H -2.28661 -1.53908 0.60676  0.070
H -1.53071 1.73699 1.96017  0.416
H -2.00791 1.17817 0.33436  0.684
H -0.85378 0.34502 1.40452  -0.473
H -5.12864 0.40935 1.85035  0.289
H -4.14982 1.71084 1.42699  0.445
H -4.36070 1.29165 3.15605  0.229
H -2.53909 0.97184 4.43956  0.361
C 1.16939 -3.91160 -0.11237  -1.538
C 1.24527 -4.05195 -1.62969  1.925
C 0.54435 -5.34242 -2.07607  -2.013
C 0.50278 -2.93052 -2.36204  -1.866
C 1.20818 -1.57767 -2.42911  1.456
C 2.56448 -1.79237 -3.12145  -1.888
C 3.41767 -2.87024 -2.45260  1.927
C 4.51659 -3.24528 -3.44785  -2.073
C 4.08689 -2.31327 -1.18847  -1.751
N 2.63179 -4.07715 -2.13568  0.457
O 3.38308 -5.18926 -1.72126  -0.499
H 0.12528 -3.92516 0.21021  0.327
H 1.63088 -4.79763 0.33476  0.435
H 1.68957 -3.05343 0.30947  0.122
H 0.46560 -5.34668 -3.16858  0.479
H 1.08143 -6.27674 -1.90421  0.395
H -0.47798 -5.35078 -1.69861  0.363
H 0.20807 -3.20522 -3.37616  0.450
H -0.44284 -2.71226 -1.84881  0.447
H 0.56271 -0.90836 -2.99341  0.321
H 1.42948 -1.18848 -1.43286  -1.043
H 3.11915 -0.85303 -3.16898  0.492
H 2.38554 -2.07961 -4.16305  0.513
H 4.15406 -3.81622 -4.30063  0.455
H 5.25386 -3.83967 -2.90026  0.429
H 5.03767 -2.34762 -3.78114  0.413
H 4.67178 -3.09281 -0.69078  0.398
H 3.34650 -1.95679 -0.46889  0.050
H 4.79053 -1.50856 -1.40679  0.571
H 3.27168 -5.81021 -2.45062  0.346
C 1.26077 2.23750 -2.73990  -1.560
C 0.04040 3.00172 -2.27486  2.490
C -1.26562 2.30656 -2.71618  -1.832
C 0.16430 2.93377 -0.74959  -0.928
C -0.74207 3.92936 -0.01783  -0.348
C -0.53285 5.33321 -0.56537  -1.660
C -0.65338 5.47901 -2.11353  1.591
C -2.16921 5.49624 -2.43072  -1.672
C -0.00396 6.81053 -2.51405  -1.848
N 0.17022 4.41294 -2.68632  0.139
O 0.18354 4.45860 -4.11688  -0.474
H 2.20739 2.74037 -2.54941  0.430
H 1.35617 1.28849 -2.21146  -0.128
H 1.27038 1.96144 -3.79921  0.413
H -1.37378 2.37770 -3.79971  0.603
H -1.30461 1.27288 -2.36907  0.194
H -2.15436 2.74742 -2.25914  0.265
H 0.10286 1.96047 -0.26587  -0.393
H 1.14177 3.35070 -0.47790  0.543
H -1.77097 3.55858 -0.10339  0.226
H -0.53015 3.92690 1.05271  0.427
H 0.47452 5.68076 -0.32349  0.406
H -1.24531 6.01034 -0.08958  0.467
H -2.59302 6.37210 -1.94623  0.483
H -2.67107 4.61526 -2.04131  0.345
H -2.25334 5.59036 -3.51847  0.380
H 0.85879 7.00905 -1.87976  0.360
H -0.69157 7.65549 -2.43261  0.386
H 0.32552 6.81127 -3.55297  0.388
H -0.75158 4.37289 -4.37591  0.372
O 4.01289 -0.76217 2.10420  -0.485
H 4.62620 -1.39640 1.70917  0.217
H 4.41347 -0.52157 2.94742  0.261
O 0.12248 -1.77569 2.70283  -0.474
H 0.21931 -2.65948 3.07648  0.212
H -0.82647 -1.57604 2.77250  -0.141
O 2.07019 0.44165 4.18240  -0.614
H 2.06515 -0.45950 3.82942  0.224
H 2.43042 0.36087 5.07325  0.270
O 1.76971 -0.18308 0.65758  0.576
H 1.01560 -0.73132 0.91283  -0.393
H 2.51561 -0.52394 1.19364  -0.035
O 3.96871 0.95013 -1.36247  -0.668
H 4.07175 1.57673 -0.63614  0.316
H 3.32168 0.31043 -1.03456  0.158
O 1.82834 2.37186 2.21132  -0.693
H 1.39074 1.74233 1.62328  0.176
H 2.03357 1.85105 3.01035  0.419

The net charge is 0. The frontier orbital gap is 7.989 eV.

(2)
A molecular structure, C27H70F3O13SV in a non-equilibrium geometry, computed with wB97M-V/def2-TZVPD.

Last column: Löwdin spin population.
Positions of all 115 atoms, in Å:
O -0.51571 -2.36044 -4.89946  -0.263
V -0.51540 -2.00975 -3.35622  1.227
C -1.09066 0.73247 0.28480  0.000
F -2.27767 0.24525 0.63551  0.000
F -1.26600 1.50575 -0.83988  0.000
F -0.61167 1.44019 1.30075  0.000
S 0.06000 -0.77067 -0.05555  0.001
O 1.45634 -0.28828 0.17564  0.000
O -0.29660 -1.82712 0.92013  0.000
O -0.23497 -1.16087 -1.45396  0.002
C 2.54632 2.61044 1.35900  0.000
C 3.79581 3.38702 1.78228  0.000
O 4.37456 4.07693 0.70945  0.000
C 5.41929 4.98359 1.03106  0.000
C 6.11221 5.44100 -0.29125  0.000
H 2.84245 1.74822 0.76151  0.000
H 2.01585 2.20943 2.22265  0.000
H 1.89224 3.31156 0.84063  0.000
H 3.46013 4.00113 2.61792  0.000
H 4.43040 2.62039 2.22689  0.000
H 5.00753 5.79495 1.63126  0.000
H 6.15883 4.50764 1.67500  0.000
H 7.13151 5.80397 -0.15943  0.000
H 5.54108 6.14043 -0.90174  0.000
H 6.21642 4.55874 -0.92282  0.000
C -3.94630 3.15416 -0.06846  0.000
C -3.43168 4.33174 0.80355  0.000
O -4.25254 4.57908 1.97517  0.000
C -3.68316 5.49784 2.93712  0.000
C -3.77193 6.96872 2.53062  0.000
H -3.36256 3.04777 -0.98281  0.000
H -3.81654 2.20918 0.45904  0.000
H -5.00901 3.29132 -0.26830  0.000
H -2.44686 4.07815 1.19588  0.000
H -3.30538 5.18129 0.13242  0.000
H -4.25552 5.43986 3.86294  0.000
H -2.67270 5.15207 3.15511  0.000
H -3.18981 7.13707 1.62459  0.000
H -3.44401 7.64095 3.32351  0.000
H -4.75454 7.32763 2.22441  0.000
C -3.80790 -2.19176 2.67243  0.000
C -3.27572 -3.03545 1.53267  0.000
O -3.86136 -4.32783 1.58818  0.000
C -3.48533 -5.26087 0.55410  0.000
C -4.15093 -6.61308 0.78402  0.000
H -4.89207 -2.10520 2.74445  0.000
H -3.34884 -2.55987 3.58997  0.000
H -3.44585 -1.17454 2.52320  0.000
H -3.49526 -2.56311 0.57518  0.000
H -2.20883 -3.20675 1.67593  0.000
H -3.72966 -4.84660 -0.42405  0.000
H -2.39787 -5.32974 0.58245  0.000
H -4.00844 -7.04681 1.77381  0.000
H -3.77504 -7.36679 0.09212  0.000
H -5.23805 -6.60299 0.70548  0.000
C -0.57954 -6.02769 -1.57267  0.000
C 0.15930 -4.67217 -1.39219  0.001
C 1.56144 -4.88453 -0.82194  0.000
O 0.20759 -4.04304 -2.67472  0.017
H -0.13004 -6.71436 -2.28998  0.000
H -1.63126 -5.89151 -1.82454  0.000
H -0.50427 -6.56014 -0.62455  0.000
H -0.38418 -4.03476 -0.69475  0.000
H 2.27856 -5.24562 -1.55913  0.000
H 1.62788 -5.47358 0.09278  0.000
H 2.01081 -3.95002 -0.48599  0.000
H 0.54241 -4.74882 -3.23272  0.000
C -1.14060 -0.80081 5.47259  0.000
C -0.72329 -0.82799 4.00731  0.000
C 0.47992 0.05918 3.83922  0.000
O -0.34068 -2.10552 3.59895  0.000
H -0.46533 -1.33344 6.14223  0.000
H -2.14508 -1.18555 5.64888  0.000
H -1.15538 0.23893 5.79944  0.000
H -1.52264 -0.49481 3.34540  0.000
H 1.27647 -0.24660 4.51754  0.000
H 0.18380 1.08842 4.04188  0.000
H 0.93533 -0.04005 2.85390  0.000
H -0.44633 -2.13785 2.64533  0.000
C 1.44301 3.48903 -2.04733  0.000
C 1.53367 2.07369 -2.69409  0.000
O 0.48767 2.06272 -3.64273  0.000
H 2.29008 3.51170 -1.36172  0.000
H 0.46302 3.56999 -1.57706  0.000
H 1.52448 4.26468 -2.80880  0.000
H 1.32890 1.27893 -1.97679  0.000
H 2.54638 1.97548 -3.08508  0.000
H 0.60258 2.83764 -4.19761  0.000
C 4.88250 -2.47555 2.84715  0.000
C 3.56083 -2.16569 2.04202  0.000
O 3.67952 -0.85213 1.46278  0.000
H 5.13084 -1.70513 3.57714  0.000
H 5.74304 -2.47473 2.17814  0.000
H 4.78016 -3.44555 3.33371  0.000
H 2.72853 -2.18704 2.74552  0.000
H 3.48628 -2.87330 1.21629  0.000
H 2.90151 -0.61022 0.95506  0.000
C 2.79297 -1.47201 -5.81401  0.000
C 2.24215 -0.69075 -4.58289  0.001
O 1.68034 -1.56368 -3.61545  0.002
H 3.67580 -2.03871 -5.51809  0.000
H 3.21145 -0.77401 -6.53912  0.000
H 2.08062 -2.15035 -6.28359  0.000
H 1.49001 -0.01962 -4.99758  0.000
H 3.01455 -0.11536 -4.07257  0.000
H 2.44148 -1.98648 -3.21110  0.000
C -3.27234 1.27173 -3.95937  0.000
C -2.34659 0.33963 -4.73197  0.001
O -1.21303 0.03451 -3.89844  0.011
H -3.62323 0.74604 -3.07132  0.000
H -4.16322 1.44380 -4.56337  0.000
H -2.81386 2.24095 -3.76314  0.000
H -1.97110 0.72061 -5.68169  0.000
H -2.79821 -0.63050 -4.93930  0.000
H -0.82437 0.89507 -3.72532  0.000

The net charge is +1. The frontier orbital gap (spin up / spin down) is 5.130 / 5.604 eV. As for the spin multiplicity: 2.